Run 1
Computed, not measured: a gas-phase ion, C5H8 (charge -1), with ωB97M-V with the def2-TZVPD basis set.

Atoms and positions in Å:
C1 0.20530 -0.30343 1.40536
C2 -0.48930 0.16708 0.14515
C3 -1.34547 1.28521 0.22883
C4 1.21341 -0.80154 -1.43088
C5 -0.02370 -0.27902 -1.10585
H1 -0.54409 -0.71147 2.10632
H2 1.01476 -1.01515 1.23753
H3 0.59331 0.55126 1.98485
H4 -2.05410 1.39600 1.05305
H5 -1.37727 2.05655 -0.52684
H6 1.99346 -0.90454 -0.69077
H7 1.49063 -1.10107 -2.43205
H8 -0.67693 -0.33988 -1.97471

For the HOMO-LUMO gap (spin up / spin down), the calculation gives 4.718 / 6.829 eV. Its total charge is -1. The multiplicity is 2.

Which charges does Löwdin predict for the atoms? In e, they are:
1 C -0.132
2 C -0.490
3 C -0.113
4 C -0.121
5 C -0.277
6 H 0.054
7 H 0.040
8 H 0.050
9 H -0.024
10 H -0.021
11 H -0.013
12 H -0.020
13 H 0.066



Run 2
Computed, not measured: 2 unconnected molecules or ions with the total composition C5H8, with ωB97M-V with the def2-TZVPD basis set.

Atoms and positions in Å:
C1 1.55882 0.06733 -0.63646
C2 1.24654 0.78110 0.59636
C3 0.37378 -0.59058 0.21430
C4 -1.06405 -0.20487 0.42727
C5 -1.88742 -0.04652 -0.61109
H1 1.18193 0.57291 -1.52614
H2 0.63001 1.66780 0.76495
H3 1.85235 0.51380 1.46860
H4 0.62937 -1.28717 1.01999
H5 0.12181 -1.77394 -0.61678
H6 -1.28145 0.09491 1.45183
H7 -2.92832 0.25677 -0.65101
H8 -1.41811 -0.17493 -1.57759

For the HOMO-LUMO gap (spin up / spin down), the calculation gives 4.941 / 6.283 eV. Its total charge is -1. The multiplicity is 2.

Which charges does Löwdin predict for the atoms? In e, they are:
1 C -0.234
2 C -0.275
3 C -0.519
4 C -0.268
5 C -0.061
6 H -0.021
7 H 0.056
8 H 0.044
9 H 0.068
10 H 0.074
11 H 0.084
12 H 0.021
13 H 0.029



The structure with the greatest stability is run 1.



Run 1
Computed, not measured: C7H7NO2S in the gas phase, with ωB97M-V with the def2-TZVPD basis set.

Atoms and positions in Å:
C1 1.81830 1.45615 -0.30078
C2 -1.39948 -0.17336 -0.95273
C3 -1.51280 -1.22014 -0.14914
C4 -0.57458 0.53272 1.12751
C5 0.83833 0.61360 -0.81963
C6 -0.53992 0.91489 -0.34124
C7 -0.58349 -0.93428 1.05157
N1 2.59955 2.07716 0.27836
O1 2.29046 -0.87627 0.87859
O2 1.18280 -1.99068 -0.94376
S1 1.11905 -1.01251 0.06660
H1 -1.96511 -0.23307 -1.90425
H2 -2.02505 -2.13910 -0.25979
H3 0.51823 0.97901 1.49116
H4 -1.34948 1.19149 1.62784
H5 0.93797 0.58388 -1.97842
H6 -0.85887 1.83023 -0.78549
H7 -0.49592 -1.59972 1.91358

Its SMILES is N#C[C@@H]1[C@H]2C=C[C@H](C2)S1(=O)=O. For the HOMO-LUMO gap, the calculation gives 10.246 eV. The multiplicity is 1.

Which charges does Löwdin predict for the atoms? In e, they are:
1 C -0.277
2 C -0.066
3 C -0.057
4 C -0.170
5 C -0.314
6 C -0.313
7 C -0.207
8 N 0.208
9 O -0.292
10 O -0.290
11 S 0.738
12 H 0.137
13 H 0.105
14 H 0.165
15 H 0.155
16 H 0.193
17 H 0.148
18 H 0.138



Run 2
Computed, not measured: 2 unconnected molecules or ions with the total composition C7H7NO2S, with ωB97M-V with the def2-TZVPD basis set.

Atoms and positions in Å:
C1 -2.48826 0.77545 -0.61147
C2 -2.03003 -0.38194 -1.25965
C3 -1.75875 1.45297 0.36999
C4 -0.91775 -1.00527 -0.72596
C5 -0.56354 0.86001 0.78277
C6 -0.08042 -0.30815 0.27381
C7 1.31339 -0.73295 0.41074
N1 2.31333 -0.08333 1.26708
O1 3.92253 -0.82440 -0.63482
O2 2.72667 1.35610 -0.86037
S1 2.79316 0.03698 -0.29983
H1 -3.50199 1.13556 -0.89058
H2 -2.80118 -0.85214 -1.79429
H3 -2.12899 2.20005 1.02500
H4 -0.53787 -2.05412 -0.89241
H5 -0.00798 1.44694 1.43864
H6 1.17375 -2.38318 0.31315
H7 2.57392 -0.63858 2.08818

For the HOMO-LUMO gap, the calculation gives 9.192 eV. The multiplicity is 1.

Which charges does Löwdin predict for the atoms? In e, they are:
1 C -0.079
2 C -0.079
3 C -0.055
4 C -0.021
5 C -0.056
6 C -0.257
7 C -0.315
8 N -0.095
9 O -0.322
10 O -0.279
11 S 0.694
12 H 0.114
13 H 0.087
14 H 0.096
15 H 0.101
16 H 0.095
17 H 0.246
18 H 0.126



The structure with the greatest stability is run 1.



Run 1
Computed, not measured: CH2NOP in the gas phase, with ωB97M-V with the def2-TZVPD basis set.

Atoms and positions in Å:
C1 -0.88262 2.69553 -0.73610
N1 -0.14908 1.78661 -0.80169
O1 -0.59194 -0.10059 0.43312
P1 0.78525 0.53738 -0.06708
H1 -0.62525 -0.28046 1.35533
H2 1.04249 -0.49567 -1.20596

For the HOMO-LUMO gap, the calculation gives 10.339 eV. The multiplicity is 1.

Which charges does Löwdin predict for the atoms? In e, they are:
1 C -0.062
2 N -0.310
3 O -0.377
4 P 0.750
5 H 0.029
6 H -0.030



Run 2
Computed, not measured: CH2NOP in the gas phase, with ωB97M-V with the def2-TZVPD basis set.

Atoms and positions in Å:
C1 -0.88514 -0.84027 0.27108
N1 0.26191 0.24255 -0.23828
O1 -1.90654 -0.47478 0.72386
P1 1.36869 1.17940 0.25478
H1 -0.50735 -1.83035 0.03921
H2 1.66842 1.72346 -1.05066

Its SMILES is [H]/P=N/C=O. For the HOMO-LUMO gap, the calculation gives 8.600 eV. The multiplicity is 1.

Which charges does Löwdin predict for the atoms? In e, they are:
1 C -0.287
2 N -0.421
3 O 0.064
4 P 0.701
5 H 0.102
6 H -0.159



The structure with the greatest stability is run 1.



Run 1
Computed, not measured: C5H5ClFN3O in the gas phase, with ωB97M-V with the def2-TZVPD basis set.

Atoms and positions in Å:
C1 0.72090 -0.95433 1.16808
C2 0.33695 -0.39794 -0.08443
C3 -0.48821 0.81029 0.21807
C4 -0.54067 0.84991 1.64138
C5 0.68261 -0.64000 -2.57143
N1 0.11717 -0.21635 2.18439
N2 0.67710 -1.04396 -1.25739
N3 -1.29896 1.65592 -0.31377
O1 -1.00044 1.81895 2.45093
F1 1.16352 -1.52678 -3.46442
Cl1 -1.62947 1.64546 -1.97842
H1 1.00006 -2.01001 1.17381
H2 -0.06012 -0.15028 -3.11395
H3 0.06859 -0.56748 3.09377
H4 1.25236 -1.76969 -0.90800
H5 -1.00141 2.49628 1.76138

For the HOMO-LUMO gap (spin up / spin down), the calculation gives 5.956 / 7.923 eV. The multiplicity is 1.

Which charges does Löwdin predict for the atoms? In e, they are:
1 C -0.065
2 C -0.168
3 C -0.306
4 C -0.305
5 C -0.180
6 N 0.100
7 N 0.074
8 N -0.391
9 O 0.115
10 F -0.006
11 Cl 0.610
12 H 0.115
13 H 0.038
14 H 0.139
15 H 0.124
16 H 0.106



Run 2
Computed, not measured: C5H5ClFN3O in the gas phase, with ωB97M-V with the def2-TZVPD basis set.

Atoms and positions in Å:
C1 -1.62056 0.20714 -0.62327
C2 -0.32225 0.53642 -0.29763
C3 0.34579 -0.59561 0.39457
C4 -0.65764 -1.54873 0.43702
C5 1.72854 1.65877 -0.69572
N1 -1.81578 -1.03971 -0.07414
N2 0.40773 1.58778 -0.76809
N3 1.55258 -0.68762 0.93102
O1 -0.79137 -2.80263 0.90443
F1 2.32841 2.46322 -1.61227
Cl1 1.97416 0.52161 2.11357
H1 -2.28660 0.75376 -1.19046
H2 2.21889 1.49679 0.22501
H3 -2.63508 -1.65273 -0.01656
H4 -0.06133 2.07795 -1.52954
H5 -0.36549 -2.97643 1.80207

For the HOMO-LUMO gap (spin up / spin down), the calculation gives 7.410 / 5.902 eV. The multiplicity is 1.

Which charges does Löwdin predict for the atoms? In e, they are:
1 C -0.052
2 C -0.213
3 C -0.368
4 C -0.333
5 C -0.110
6 N 0.090
7 N 0.128
8 N -0.379
9 O 0.063
10 F 0.050
11 Cl 0.532
12 H 0.088
13 H -0.008
14 H 0.176
15 H 0.179
16 H 0.157



The structure with the greatest stability is run 2.



Run 1
Computed, not measured: 2 unconnected molecules or ions with the total composition CH2FNO, with ωB97M-V with the def2-TZVPD basis set.

Atoms and positions in Å:
C1 -0.54304 -0.21205 0.19143
N1 0.33847 0.09359 -0.83183
O1 -0.37645 -1.16830 -0.73626
F1 -1.72188 0.35080 0.38815
H1 0.27394 -0.63175 1.66764
H2 -0.07214 0.63069 -1.60239

For the HOMO-LUMO gap, the calculation gives 11.034 eV. The multiplicity is 1.

Which charges does Löwdin predict for the atoms? In e, they are:
1 C -0.537
2 N 0.091
3 O 0.001
4 F 0.090
5 H 0.239
6 H 0.116



Run 2
Computed, not measured: CH2FNO in the gas phase, with ωB97M-V with the def2-TZVPD basis set.

Atoms and positions in Å:
C1 -0.59428 0.04800 -0.05521
N1 0.75410 -0.00963 -0.06277
O1 -1.43271 1.01627 -0.04526
F1 -1.21197 -1.20147 -0.04014
H1 1.22905 0.96058 0.11556
H2 1.25581 -0.81375 0.08782

Its SMILES is NC(=O)F. For the HOMO-LUMO gap, the calculation gives 11.568 eV. The multiplicity is 1.

Which charges does Löwdin predict for the atoms? In e, they are:
1 C -0.503
2 N 0.179
3 O 0.026
4 F 0.042
5 H 0.185
6 H 0.071



The structure with the greatest stability is run 2.